{"formula": "CH4Cl2N2", "method": "ωB97M-V with the def2-TZVPD basis set", "species": ["C", "N", "N", "Cl", "Cl", "H", "H", "H", "H"], "xyz": [[0.409190, -0.392794, 0.291229], [-0.404303, -1.021233, -0.837552], [0.011788, 1.044824, 0.406185], [0.279241, -0.339104, -2.346438], [0.434948, 1.859995, 1.901191], [1.418547, -0.601786, -0.039158], [0.184738, -0.935231, 1.153653], [-1.265387, -0.642360, -0.891973], [-1.068762, 1.027689, 0.362862]], "forces_ev_per_angstrom": [[-1.4, 0.4, -2.2], [5.1, -0.2, 0.4], [-1.7, -0.5, -0.6], [-0.3, -0.5, 0.3], [-0.1, -0.7, -0.5], [0.4, 0.7, 0.4], [-0.4, -1.0, 1.6], [-3.9, 1.4, 0.2], [2.3, 0.3, 0.4]], "e_tot_ha": -1070.29425, "e_homo_ev": -9.637, "smiles": "ClNCNCl", "gap_ev": 10.04, "relative_energy_kcal_mol": 14.65}